(1)
C25H29CaN2S2Se as an isolated structure. Source: the Open Molecules 2025 dataset; level of theory: ωB97M-V/def2-TZVPD.

```
60
Properties=species:S:1:pos:R:3:forces:R:3:lowdin_charge:R:1
Ca -1.1136 -0.8065 -0.9051 0.675 0.092 0.304 0.8006
C -0.3684 -0.4498 2.1720 -0.021 0.128 0.155 -0.1155
N -1.7243 -0.5108 1.6015 0.050 -0.135 0.110 -0.2400
C -2.4080 0.7845 1.7509 -0.065 0.124 -0.180 -0.1792
C -2.2901 1.6810 0.5220 0.079 -0.106 0.211 -0.1827
N -2.7661 1.0388 -0.7102 -0.060 0.261 -0.096 -0.2659
C -4.1528 0.5605 -0.6037 -0.090 -0.051 0.062 -0.0732
C -2.6665 1.9308 -1.8595 0.049 0.081 -0.272 -0.2880
C -3.1363 3.2386 -1.7699 -0.041 0.039 0.160 -0.0542
C -3.1053 4.1057 -2.8465 0.024 0.010 0.004 -0.1112
C -2.5897 3.6520 -4.0548 -0.017 0.024 0.001 -0.1102
C -2.1404 2.3532 -4.1649 -0.012 0.005 0.089 -0.1370
C -2.1789 1.4467 -3.0878 -0.055 0.224 -0.036 -0.6616
S -1.6741 -0.1915 -3.3948 -0.091 -0.258 -0.366 0.4267
C -2.4888 -1.5881 2.2079 -0.159 -0.173 0.002 -0.2965
C -2.7168 -1.5633 3.5813 0.021 0.081 0.071 -0.0554
C -3.4426 -2.5529 4.2180 -0.011 0.019 0.036 -0.1108
C -3.9699 -3.5888 3.4554 -0.016 -0.050 -0.002 -0.1128
C -3.7652 -3.6168 2.0916 0.048 0.100 0.045 -0.1398
C -3.0142 -2.6295 1.4237 -0.012 -0.010 0.178 -0.6623
S -2.8296 -2.7730 -0.3025 0.048 -0.239 -0.226 0.4498
H -0.3884 -0.2362 3.2493 -0.026 -0.044 -0.015 0.0834
H 0.2105 0.3292 1.6754 0.032 -0.048 -0.019 0.0030
H 0.1420 -1.4006 2.0180 0.007 0.008 -0.040 0.0992
H -2.0031 1.3408 2.6064 -0.033 -0.018 0.020 0.1253
H -3.4613 0.6029 1.9586 0.009 -0.044 0.026 0.1192
H -1.2428 1.9635 0.3624 -0.037 0.092 -0.009 0.1267
H -2.8542 2.5923 0.7575 0.080 0.044 -0.022 0.1109
H -4.8346 1.3792 -0.3312 0.037 0.015 -0.011 0.0966
H -4.2355 -0.2417 0.1273 0.032 -0.022 -0.024 0.0545
H -4.4541 0.1543 -1.5671 0.049 -0.006 -0.017 0.0959
H -3.5517 3.5953 -0.8345 0.017 -0.017 -0.009 0.0983
H -3.4734 5.1181 -2.7397 0.003 -0.004 -0.007 0.0896
H -2.5461 4.3151 -4.9111 0.017 -0.019 -0.003 0.0943
H -1.7423 1.9849 -5.1012 -0.011 0.021 -0.017 0.0864
H -2.3206 -0.7414 4.1689 0.026 -0.012 -0.028 0.1063
H -3.5975 -2.5156 5.2889 -0.002 0.010 -0.007 0.0900
H -4.5406 -4.3783 3.9309 -0.015 0.015 -0.016 0.0940
H -4.1862 -4.4093 1.4868 0.021 -0.036 0.023 0.0855
C 7.8331 -0.9155 -0.5747 -0.131 -0.009 0.022 -0.0696
C 6.3372 -0.7268 -0.5658 -0.002 0.022 0.037 -0.2947
C 5.5841 -0.8064 -1.7288 0.056 -0.009 -0.033 -0.0358
C 4.2190 -0.5390 -1.7463 0.033 -0.018 0.016 -0.3175
C 3.4535 -0.6764 -3.0313 0.085 0.067 0.017 -0.1060
C 3.5764 -0.1570 -0.5575 -0.236 -0.046 0.091 -0.5733
Se 1.7753 0.5054 -0.6100 -0.470 -0.078 -0.117 0.5336
C 4.3008 -0.1734 0.6448 0.102 -0.070 -0.025 -0.3129
C 3.6623 0.0735 1.9871 0.022 0.013 -0.066 -0.0901
C 5.6664 -0.4423 0.6147 -0.022 -0.039 -0.018 -0.0424
H 8.1943 -1.1239 -1.5820 0.023 -0.023 0.011 0.0651
H 8.1383 -1.7361 0.0789 0.024 0.001 -0.020 0.0711
H 8.3267 -0.0086 -0.2185 0.073 -0.027 -0.014 0.0723
H 6.0766 -1.0767 -2.6589 -0.013 0.027 -0.006 0.1042
H 4.1237 -0.9058 -3.8616 0.015 -0.020 0.014 0.0658
H 2.8999 0.2357 -3.2541 -0.044 -0.031 -0.014 0.0495
H 2.7177 -1.4789 -2.9426 -0.061 0.056 -0.042 0.0734
H 2.5791 0.0870 1.8981 0.009 0.014 0.022 -0.0013
H 3.9814 1.0328 2.4026 -0.037 0.006 0.021 0.0803
H 3.9549 -0.7147 2.6851 0.026 0.048 0.037 0.0750
H 6.2208 -0.4259 1.5505 0.000 0.016 -0.008 0.1135
```
Forces are in eV/Å.

Electronic energy, eV: -134836.8973
LUMO, eV: 2.65
Charge: -1
Relative energy (zero: lowest compared OMol25 entry of this formula, charge and spin), kJ/mol: 53.43

(2)
C25H29ClF6N3O2SiTi as an isolated structure. Source: the Open Molecules 2025 dataset; level of theory: ωB97M-V/def2-TZVPD.

```
68
Properties=species:S:1:pos:R:3:forces:R:3:lowdin_charge:R:1
Ti -0.4106 0.8230 -0.3566 -0.411 -0.155 0.256 0.8661
C 4.3069 -2.0794 -0.9711 -0.047 0.030 -0.006 -0.0244
C 3.4810 -1.0839 -0.2038 -0.002 -0.075 0.068 -0.2543
C 2.9271 -1.4346 1.0381 0.057 -0.027 -0.033 -0.0146
C 2.2164 -0.5234 1.7911 -0.043 -0.010 -0.046 -0.0637
C 1.9931 0.7672 1.3028 0.061 -0.022 -0.018 -0.1240
C 2.4940 1.1162 0.0522 0.254 0.084 0.041 -0.1178
C 3.2600 0.1985 -0.6739 -0.028 0.055 -0.071 -0.0546
H 4.5385 -1.7143 -1.9713 -0.004 0.004 0.006 0.0810
H 3.7852 -3.0347 -1.0585 0.000 -0.003 0.006 0.0738
H 5.2518 -2.2699 -0.4594 -0.011 0.005 0.018 0.0948
H 3.0949 -2.4339 1.4242 -0.002 0.009 -0.014 0.1295
H 1.8423 -0.8013 2.7679 -0.005 -0.006 -0.005 0.1194
H 1.5274 1.5107 1.9341 -0.055 -0.017 0.004 0.0866
H 2.4180 2.1359 -0.3060 -0.041 -0.002 -0.005 0.0957
H 3.6963 0.5020 -1.6187 -0.001 0.006 0.010 0.1258
C 0.5448 4.2400 1.0012 0.154 0.063 -0.146 -0.1524
Si -0.9095 3.3919 1.7706 0.091 -0.260 0.003 0.4582
C -2.4822 4.2853 1.3629 -0.197 0.078 -0.056 -0.1592
C -0.5604 3.2823 3.5912 0.058 -0.035 0.194 -0.1483
N -1.0425 1.6616 1.1892 -0.280 -0.311 0.210 -0.1853
C -1.8714 0.8116 1.9890 0.189 0.287 -0.093 -0.3269
C -2.9766 1.2154 2.7355 -0.066 0.100 0.055 -0.0281
C -3.7291 0.2897 3.4459 0.058 -0.005 -0.031 -0.0489
C -3.4056 -1.0596 3.4291 -0.008 -0.002 -0.001 -0.0554
C -2.3183 -1.4951 2.6830 -0.024 -0.058 0.078 0.0092
C -1.6059 -0.5449 2.0058 0.063 -0.020 0.005 -0.2477
F -0.5370 -0.9331 1.2139 0.013 -0.058 -0.032 -0.0435
H 0.7692 5.0841 1.6614 -0.003 0.002 -0.036 0.0569
H 0.3425 4.6385 0.0095 0.036 0.004 0.025 0.0331
H 1.4503 3.6325 0.9598 0.002 0.037 0.028 0.0207
H -2.2653 5.1088 0.6799 -0.043 0.004 0.017 0.0438
H -2.9441 4.7025 2.2603 -0.016 0.002 -0.030 0.0456
H -3.2084 3.6365 0.8716 -0.004 0.030 -0.017 0.0414
H -0.8411 4.2230 4.0729 0.035 -0.008 -0.012 0.0500
H 0.5117 3.1437 3.7540 -0.018 -0.018 0.036 0.0401
H -1.0879 2.4788 4.1034 0.000 0.028 0.022 0.0321
H -3.2631 2.2578 2.7585 0.002 -0.022 -0.006 0.0998
H -4.5821 0.6330 4.0150 0.001 -0.006 -0.003 0.1166
H -3.9993 -1.7738 3.9819 0.002 0.009 0.003 0.1143
H -2.0335 -2.5365 2.6203 -0.002 0.011 0.003 0.1284
O -2.1700 -3.8804 -0.7650 -0.019 -0.031 0.043 -0.0397
C -1.6679 -4.5151 -1.9236 0.052 0.014 -0.061 -0.2343
N -0.3953 -5.1604 -1.7169 -0.004 0.044 0.081 0.1117
C 0.7978 -4.5095 -1.6590 0.045 0.029 0.107 -0.4453
O 1.8188 -5.0181 -1.2470 0.011 -0.048 -0.108 0.1010
C 0.8371 -3.0785 -2.1287 -0.028 -0.076 0.011 -0.1112
C 1.5061 -2.7231 -3.2897 0.089 -0.015 -0.025 0.0418
C 1.6510 -1.3795 -3.5894 0.015 -0.029 -0.026 0.0015
C 1.1501 -0.4480 -2.7055 -0.015 0.056 0.072 -0.1217
N 0.4816 -0.7838 -1.5934 0.137 -0.174 0.017 -0.0345
C 0.3186 -2.0857 -1.3218 -0.030 0.152 0.027 -0.0647
H -2.6195 -4.5274 -0.2114 -0.014 0.006 -0.008 0.0965
H -1.5434 -3.7293 -2.6640 -0.028 -0.012 -0.046 0.1290
H -2.3670 -5.2520 -2.3162 -0.031 -0.022 0.045 0.1365
H -0.3785 -6.0764 -1.2891 -0.002 -0.021 -0.065 0.1572
H 1.9206 -3.4846 -3.9388 -0.004 -0.005 0.023 0.1422
H 2.1629 -1.0482 -4.4815 -0.003 -0.012 0.002 0.1283
H 1.3088 0.6055 -2.8854 -0.013 0.020 -0.022 0.1072
H -0.2495 -2.3401 -0.4391 0.005 0.010 -0.013 0.1114
F 0.7626 2.9888 -1.7577 0.021 0.049 -0.020 0.0197
C -0.4709 2.3719 -1.8181 -0.048 0.204 -0.584 -0.4187
F -1.3757 3.2632 -1.3192 -0.002 0.051 0.018 0.0301
C -0.8076 2.2095 -3.3543 0.132 0.244 0.291 -0.5965
F -1.3429 1.0213 -3.6290 -0.042 -0.112 -0.002 0.1168
F 0.3146 2.3209 -4.0803 -0.011 -0.032 -0.022 0.1468
F -1.6539 3.1514 -3.7470 0.015 -0.018 -0.059 0.1857
Cl -2.3661 0.0553 -0.9861 0.005 0.001 -0.099 0.3898
```
Forces are in eV/Å.

Electronic energy, eV: -94779.4041
LUMO, eV: -4.16
Charge: +1
Relative energy (zero: lowest compared OMol25 entry of this formula, charge and spin), kJ/mol: 0.00